C22H36AlF11IN6O2P | ωB97M-V with the def2-TZVPD basis set

ORCA input file:
```
! RIJCOSX wB97M-V def2-TZVPD def2/J DEFGRID3
* xyz 0 1
C -3.22 3.33 2.02
C -2.01 3.52 1.13
N -1.14 2.35 1.21
N -0.43 2.06 0.04
C 0.43 3.06 -0.62
C 1.89 2.72 -0.28
C 2.30 3.09 1.13
C 3.73 2.68 1.47
N 4.10 1.41 0.89
C 4.50 1.14 -0.41
C 4.73 -0.23 -0.54
C 4.46 -0.82 0.73
C 4.08 0.23 1.58
C -0.51 0.86 -0.44
N 0.10 0.53 -1.62
P -0.71 0.98 -3.21
N -2.06 1.91 -2.71
O -1.49 -0.37 -3.61
C 0.46 -0.87 -1.46
C -0.31 -1.40 -0.19
C 0.73 -1.60 0.92
C 0.21 -1.98 2.32
C 1.29 -2.80 3.04
I -0.17 -0.30 3.59
C -1.14 -2.61 -0.61
F -1.85 -2.31 -1.71
F -2.06 -2.98 0.32
C -0.31 -3.91 -0.96
F 0.98 -3.64 -1.15
F -0.79 -4.41 -2.10
C -0.43 -5.08 0.07
F -0.19 -4.68 1.30
F -1.60 -5.66 0.00
F 0.50 -5.97 -0.25
N -1.12 -0.20 0.22
C -2.55 -0.14 0.05
O -3.17 -0.74 1.15
C -4.51 -1.14 0.91
C -5.48 -0.09 1.42
H -3.83 2.50 1.70
H -2.87 3.12 3.03
H -3.77 4.26 2.07
H -2.26 3.74 0.10
H -1.47 4.41 1.49
H -0.52 2.36 2.00
H 0.33 3.04 -1.69
H 0.21 4.05 -0.26
H 2.53 3.25 -0.98
H 2.06 1.66 -0.46
H 1.63 2.59 1.84
H 2.16 4.16 1.27
H 4.45 3.45 1.20
H 3.81 2.55 2.54
H 4.59 1.90 -1.16
H 5.05 -0.77 -1.41
H 4.53 -1.85 1.01
H 3.83 0.10 2.62
H -1.87 2.90 -2.80
H -2.48 1.70 -1.81
H -2.39 -0.37 -3.29
H 0.53 -1.46 -2.36
H 1.50 -0.86 -1.12
H 1.22 -0.64 1.02
H 1.50 -2.29 0.61
H -0.69 -2.57 2.27
H 0.90 -3.28 3.93
H 2.07 -2.12 3.38
H 1.77 -3.51 2.37
H -2.83 0.92 0.05
H -2.91 -0.56 -0.89
H -4.69 -1.41 -0.13
H -4.66 -2.05 1.48
H -6.51 -0.41 1.27
H -5.29 0.86 0.93
H -5.33 -0.01 2.49
F 3.98 -0.36 -4.83
Al 2.50 -1.07 -5.22
F 1.45 -0.82 -3.89
F 2.67 -2.72 -5.45
F 1.83 -0.33 -6.57
*
```

As for the energy: -3319.19489 hartree. The value obtained for the HOMO-LUMO gap is 7.84 eV. As for the HOMO energy: -8.50 eV.